# 1
A structure of composition C9H19Br6Cl2NNbO2 at a distorted geometry. Source: the OMol25 dataset; level of theory: wB97M-V/def2-TZVPD.

## Properties
- LUMO energy: 2.1 eV
- Frontier orbital gap: 7.37 eV
- Net charge: -1

Positions of all 40 atoms, in Å:
C -1.6415 0.2653 0.8743
Br 0.8603 2.5722 -2.8425
C 3.0496 4.5710 2.7263
Br 1.1668 5.0517 2.6688
O 0.4177 -3.6654 0.3170
O 0.6304 -2.7464 2.2346
H 3.0689 2.4086 -5.9563
H 2.1314 4.1538 -4.2788
H -2.3805 -0.3208 0.3504
H -2.0220 -1.7471 -2.0147
H -1.7722 -4.2639 -1.4572
C -4.0947 -4.3742 3.1959
C 1.7140 3.1719 -4.4759
C -0.3306 0.2592 0.1671
C 3.7808 5.0314 1.4932
H 2.4062 1.1619 -4.8772
Br 4.3718 2.2942 -3.8612
H -5.6633 -5.6306 2.4595
Cl 1.7469 -0.4878 -1.2814
Br -5.1114 -4.2289 0.5124
Nb -0.8832 -2.7256 -1.0015
H -4.1084 -4.9053 4.1458
H 0.9207 3.2571 -5.2156
H -4.0566 -6.0509 1.8295
H 0.1789 -2.9623 -2.4894
H 4.8558 4.9600 1.6431
Br -2.2210 -3.9670 2.8653
H -4.6102 -3.4257 3.3033
H -2.0004 1.2854 0.9260
H 3.4473 5.0623 3.6113
C -4.7076 -5.2344 2.1230
H -2.1441 -2.5539 0.3032
C 0.1586 -0.7280 -0.5790
Cl 0.5698 1.7383 0.4703
C 2.7545 2.1873 -4.9388
N 1.0396 -2.7473 1.1284
H 3.5196 6.0468 1.2155
H -1.5238 -0.1085 1.8858
Br 3.3882 3.9013 -0.0344
H 3.0937 3.4946 2.8540

Mulliken population analysis, charges in e, atoms 1 to 5: number 1, C, carries -1.428; number 2, Br, carries -0.059; number 3, C, carries -0.604; number 4, Br, carries -0.136; number 5, O, carries -0.566


# 2
The ion C2H2NO2 with charge -1 at a distorted geometry. Source: the OMol25 dataset; level of theory: wB97M-V/def2-TZVPD.

## Properties
- Structure (SMILES): C=NC(=O)[O-]
- LUMO energy: 4.5 eV
- Frontier orbital gap: 8.37 eV
- Net charge: -1

Positions of all 7 atoms, in Å:
O -1.0965 0.9043 1.1923
C -0.0121 0.3841 1.0934
H 0.3577 -0.2091 -2.1452
C 0.0782 -0.2760 -1.1159
O 0.6045 -0.1866 1.9311
H -0.5438 -1.1156 -0.6827
N 0.6121 0.4989 -0.2731

Mulliken population analysis, charges in e, atoms 1 to 5: number 1, O, carries -0.673; number 2, C, carries 0.639; number 3, H, carries 0.272; number 4, C, carries -0.339; number 5, O, carries -0.659


# 3
An isolated molecule of C19H31N3OS. Source: the OMol25 dataset; level of theory: wB97M-V/def2-TZVPD.

## Properties
- Structure (SMILES): CCCCN(C)C1CCN(C(=S)Nc2ccc(OCC)cc2)CC1
- LUMO energy: 0.7 eV
- Frontier orbital gap: 8.50 eV

Positions of all 55 atoms, in Å:
C 3.3300 2.1218 0.3988
H -3.5357 -3.3585 2.1431
C 1.2153 -3.7168 -1.7883
C 2.0205 -1.6807 -0.7638
H -0.7699 -3.5416 -0.3693
C -3.8164 1.9550 0.3268
C 1.3955 -0.3923 -1.3211
H 0.9811 -0.5741 -2.3148
C 2.4611 0.6968 -1.4215
H -3.5150 0.9418 0.0247
N 2.4980 3.1500 0.0313
H 0.9341 1.4203 1.3221
C 2.7252 -1.3729 0.5652
C -2.5049 -3.4258 1.8020
H -0.7575 -1.9053 -1.0325
H -1.9176 -3.9111 2.5780
H -5.9045 1.4739 0.4812
S 4.5796 2.4377 1.4383
C 1.0959 3.0593 -0.0389
C -0.2661 -2.5746 -0.3051
O -3.0407 2.9171 -0.3598
H -5.5669 3.1997 0.2688
C -0.4771 -2.0340 1.1081
H 0.6617 -4.6306 -1.5753
C 0.3948 2.0972 0.6764
H -3.6697 2.0551 1.4114
H 4.2619 -0.0234 1.2983
H -0.1111 -1.0093 1.1719
H -2.0671 -1.4243 2.4120
H 2.0195 1.6282 -1.7744
C -1.6911 2.9101 -0.1995
H 0.8108 -3.2773 -2.7137
H 2.8650 4.0635 0.2653
C -0.9878 3.8992 -0.8919
H -5.4156 2.1001 -1.1022
H 4.5329 -0.6102 -0.3545
H 0.0957 -2.6448 1.8069
H -2.5442 -1.5678 0.7194
H 2.0093 -1.0457 1.3157
N 3.1142 0.9083 -0.1478
C 0.3847 3.9739 -0.8138
C -1.9538 -2.0348 1.5125
H 2.8113 -1.9801 -1.4635
C -5.2746 2.1967 -0.0293
H 2.2562 -3.9879 -1.9572
H 3.2288 0.3840 -2.1447
C -0.9844 2.0136 0.5944
H -1.4944 1.2537 1.1656
H 0.9180 4.7433 -1.3518
H 3.2083 -2.2780 0.9319
C 3.7684 -0.2760 0.3586
H -1.5477 4.6008 -1.4894
H -2.4845 -4.0520 0.9141
N 1.1261 -2.8310 -0.6444
H 0.5940 -0.0402 -0.6742

Mulliken population analysis, charges in e, atoms 1 to 5: number 1, C, carries 0.148; number 2, H, carries 0.415; number 3, C, carries -1.095; number 4, C, carries -0.656; number 5, H, carries 0.537


# 4
A cluster of 2 separate species, FNO4S in total at a distorted geometry. Source: the OMol25 dataset; level of theory: wB97M-V/def2-TZVPD.

## Properties
- LUMO energy: -0.9 eV
- Frontier orbital gap: 10.93 eV

Positions of all 7 atoms, in Å:
O 0.0967 -1.8588 -1.7560
O 1.2236 1.5295 0.4310
O -0.9442 1.3612 1.4807
S 0.4500 1.1916 1.5670
O 0.1574 -1.1429 0.2929
F -0.8972 0.1084 -1.2181
N -0.0863 -1.1890 -0.7975

Mulliken population analysis, charges in e, atoms 1 to 5: number 1, O, carries -0.416; number 2, O, carries -0.366; number 3, O, carries -0.339; number 4, S, carries 0.712; number 5, O, carries -0.405


# 5
A structure of composition C37H58N3P2SSn. Source: the OMol25 dataset; level of theory: wB97M-V/def2-TZVPD.

## Properties
- LUMO energy: -2.8 eV
- Frontier orbital gap: 6.44 eV
- Net charge: +1

Positions of all 102 atoms, in Å:
C 5.4001 1.0342 -0.0859
S -2.0207 -0.3376 2.2143
N -3.8663 0.5485 0.5885
H 3.0353 1.9474 -5.3254
C 1.0481 0.8889 -6.8691
H -3.6281 4.4434 3.0692
C -0.3406 -3.2162 -4.0438
C -3.6937 3.0484 1.4690
H -3.6755 -3.3199 -0.8042
C 0.5878 -3.5922 -1.7503
C 2.6108 1.1531 -3.4058
H 0.2113 4.3732 -1.7169
H -5.0381 -3.1835 2.5713
C 6.2492 2.3554 1.8945
C -2.2485 -0.5180 -2.4534
C -4.2618 -2.4223 2.4703
H 3.5886 2.6041 2.2678
C 0.6393 -0.2162 -3.2301
H -2.7453 -0.9973 -1.6012
H -1.2710 -2.2553 1.4642
C -3.3640 -2.7177 1.2655
C -4.7375 1.4379 0.0478
C 4.3806 0.5233 -0.8673
C -5.6884 0.9142 -0.9719
C 2.3602 1.3245 -4.7485
H -5.3357 3.4762 0.1022
H -2.0468 -4.3349 0.6467
H -4.7648 -1.4529 2.3843
C -3.5643 4.4470 1.9817
C 3.8089 2.0205 1.3825
C 3.0451 0.7682 -0.5460
N 1.9682 0.1969 -1.2466
H 1.3041 1.8965 -7.1979
H -3.8700 -0.4244 0.2942
H 0.0071 0.7050 -7.1359
Sn 0.6370 -0.7911 0.1653
C 0.4268 -0.0282 -4.6027
C 1.7694 0.3616 -2.5946
C -0.5071 -2.8944 -2.5590
H -2.9685 -2.0574 -3.8353
H 0.6383 -2.8863 -4.3953
C 2.7612 1.5268 0.6053
H 0.3902 -3.5587 -0.6774
C 1.8128 4.5035 0.4189
H 4.6121 -0.0915 -1.7280
H 1.6632 0.1930 -7.4436
H -6.3524 1.7014 -1.3188
H -4.3294 5.1029 1.5738
C -2.1680 -1.7370 1.1095
H 1.5680 -3.1462 -1.9447
H -5.1257 -3.4350 0.1971
C 1.3440 0.8232 3.5251
C -4.6642 2.7252 0.4895
H -5.1386 0.5133 -1.8262
P 1.0026 1.8390 0.9537
H -1.0964 -2.7539 -4.6765
H -3.6796 -2.4016 3.3928
H -2.5827 4.8435 1.7164
H 6.0418 2.2349 2.9582
N -2.8688 2.1515 1.9738
H 1.0155 0.8462 4.5655
H 2.7091 4.1822 -0.1133
H -3.5207 -4.8893 1.4523
H -0.3652 1.8860 2.8219
C -2.7498 -4.1151 1.4546
C -2.9673 0.8885 1.5430
P -0.5233 -1.0865 -2.1835
H -1.9520 1.3094 -1.3141
C 1.2699 0.7277 -5.3911
C 0.4086 3.3838 -1.2999
C 5.1370 1.7921 1.0541
H 0.5611 4.1763 2.9743
H -0.4000 -4.2966 -4.1871
C -4.2369 -2.8333 -0.0014
H 1.5162 5.4731 0.0133
H -0.4291 -0.4995 -5.0710
H 6.3824 3.4223 1.7042
C -2.3219 0.9951 -2.2922
H -3.3523 1.3411 -2.3985
H 2.1213 3.5296 3.4929
H -0.2281 3.8441 0.7092
H 7.1954 1.8615 1.6779
C 1.0504 3.3293 3.4544
H -6.2893 0.1048 -0.5533
H -1.4818 -3.2477 -2.2022
H 2.4338 0.8671 3.5145
H -1.7287 1.5003 -3.0575
H 6.4286 0.8243 -0.3563
C -2.9458 -0.9731 -3.7347
H -4.5911 -1.8915 -0.4387
H -0.4411 2.7455 -1.5179
H -3.9832 -0.6279 -3.7207
H -2.4832 -0.5469 -4.6251
H 1.2760 2.9749 -1.8233
H 0.6470 -4.6433 -2.0376
C 0.6794 3.5002 0.1971
H 3.4628 1.6486 -2.9623
H 2.0762 4.6428 1.4643
H 1.0452 -0.1390 3.1068
C 0.7225 2.0009 2.7744
H 0.6943 3.2900 4.4859
H -2.2114 -4.1743 2.4022

Mulliken population analysis, charges in e, atoms 1 to 5: number 1, C, carries -0.896; number 2, S, carries -0.271; number 3, N, carries 0.665; number 4, H, carries 0.415; number 5, C, carries -1.761


# 6
A structure of composition C5H11N at a distorted geometry. Source: the OMol25 dataset; level of theory: wB97M-V/def2-TZVPD.

## Properties
- LUMO energy: 0.7 eV
- Frontier orbital gap: 9.64 eV

Positions of all 17 atoms, in Å:
H -2.8257 0.3134 -0.8924
H -2.1167 -0.0443 1.6336
H 2.3908 0.1769 -0.4168
C -1.6328 0.0597 -1.1885
H 0.6012 1.2093 0.5141
H -1.5694 -0.4588 -2.1544
C 0.5874 -0.8060 -0.2476
H -0.5806 -0.9930 2.0543
N 1.5663 0.8976 1.3535
H 0.9965 -1.3088 0.7569
H 2.5947 1.1954 1.1695
H -1.1375 1.1097 -1.3588
C 1.3674 0.4422 -0.2256
H 0.7012 -1.5851 -1.0780
C -1.3006 -0.6094 1.2541
C -0.8788 -0.6186 0.0364
H 1.2367 1.0197 -1.2103

Mulliken population analysis, charges in e, atoms 1 to 5: number 1, H, carries 0.271; number 2, H, carries 0.298; number 3, H, carries 0.436; number 4, C, carries -0.962; number 5, H, carries 0.313


# 7
An isolated molecule of C4H7NO. Source: the OMol25 dataset; level of theory: wB97M-V/def2-TZVPD.

## Properties
- LUMO energy (alpha / beta): 0.1 / 0.1 eV
- Frontier orbital gap (alpha / beta): 7.91 / 7.91 eV

Positions of all 13 atoms, in Å:
N 0.2347 0.2931 0.0965
H -1.4695 1.4430 0.2023
H -0.1457 2.0030 -1.0243
C -0.5053 1.3160 -0.2690
O -2.3345 -2.0877 0.6370
H -1.8423 -0.7095 -0.7825
H 2.2461 0.4773 0.6847
H 0.2691 -1.3867 1.3749
H 1.9350 -0.6906 -0.6316
C -0.3341 -0.7918 0.6995
H 1.8785 1.0705 -0.9521
C 1.6691 0.2852 -0.2230
C -1.6011 -1.2218 0.1876

Mulliken population analysis, charges in e, atoms 1 to 5: number 1, N, carries 0.080; number 2, H, carries 0.381; number 3, H, carries 0.198; number 4, C, carries -0.476; number 5, O, carries -0.560


# 8
A cluster of 2 separate species, CH4OS2 in total at a distorted geometry. Source: the OMol25 dataset; level of theory: wB97M-V/def2-TZVPD.

## Properties
- Structure (SMILES): O=S.CS
- LUMO energy (alpha / beta): -1.8 / -1.8 eV
- Frontier orbital gap (alpha / beta): 7.01 / 7.01 eV

Positions of all 8 atoms, in Å:
H 0.3968 0.8496 0.1930
S -0.5354 -0.2463 -1.6768
H -1.2831 -0.2884 -0.6764
O -0.8155 -1.1361 2.0461
S -0.7835 -1.9750 3.2700
H 0.6965 1.6842 -1.4557
H 1.6270 0.3013 -0.8670
C 0.6972 0.8106 -0.8332

Mulliken population analysis, charges in e, atoms 1 to 5: number 1, H, carries 0.249; number 2, S, carries -0.152; number 3, H, carries 0.072; number 4, O, carries -0.235; number 5, S, carries 0.231